Here is a molecular structure, C19H36GeN4O4SeV at a distorted geometry from the Open Molecules 2025 dataset. Energies are from ωB97M-V/def2-TZVPD.

## Properties
multiplicity: 3
expectation value of S²: 2.09
charge: +3
electronic energy: -181960.0426 eV
HOMO-LUMO gap (alpha / beta): 5.52 / 7.07 eV

Positions of all 66 atoms, in Å:
V 0.72 -0.43 0.67
C 2.19 -2.95 1.14
C 0.95 -3.12 2.01
O -0.01 -2.14 1.57
C -1.34 -2.30 2.11
C -2.28 -1.30 1.47
O -1.02 0.65 1.07
C -0.17 2.03 2.96
C 0.45 0.74 3.48
O 1.35 0.18 2.49
C 2.59 -0.37 2.99
C 3.36 -0.87 1.78
O 2.48 -1.56 0.86
H 2.03 -3.42 0.17
H 3.05 -3.43 1.61
H 1.16 -2.98 3.07
H 0.55 -4.12 1.87
H -1.32 -2.17 3.20
H -1.69 -3.32 1.90
H -3.30 -1.56 1.75
H -2.21 -1.36 0.37
H -1.00 2.29 3.62
H 0.57 2.84 3.03
H -0.32 0.01 3.71
H 1.00 0.95 4.40
H 2.37 -1.18 3.70
H 3.16 0.40 3.51
H 4.18 -1.52 2.09
H 3.77 -0.03 1.23
N -1.86 2.80 1.30
C -3.04 2.24 1.80
C -3.14 0.94 2.06
N -2.03 0.06 1.92
C -0.69 2.00 1.50
C 0.40 2.35 0.51
N 1.23 1.42 0.07
C 2.09 2.04 -0.82
C 1.76 3.36 -0.89
N 0.69 3.53 -0.06
H -1.77 3.80 1.37
H -3.88 2.91 1.94
H -4.04 0.50 2.45
H 2.88 1.51 -1.32
H 2.19 4.17 -1.46
H 0.21 4.41 0.09
C -2.45 0.96 -2.58
Ge -1.38 0.00 -3.94
C 0.25 1.01 -4.36
C -2.27 -0.83 -5.47
C -0.79 -1.65 -2.82
Se 0.49 -1.25 -1.47
C 2.15 -1.45 -2.43
H -2.70 1.96 -2.93
H -1.87 1.05 -1.66
H -3.38 0.43 -2.37
H -0.03 1.93 -4.88
H 0.90 0.45 -5.03
H 0.79 1.28 -3.45
H -2.65 -0.05 -6.14
H -3.11 -1.45 -5.15
H -1.56 -1.43 -6.02
H -0.36 -2.42 -3.45
H -1.69 -2.04 -2.33
H 2.16 -0.76 -3.27
H 2.21 -2.47 -2.80
H 2.97 -1.24 -1.75


Here is a molecular structure, C19H36I2NOP2Pr at a distorted geometry from the Open Molecules 2025 dataset. Energies are from ωB97M-V/def2-TZVPD.

## Properties
multiplicity: 3
expectation value of S²: 2.01
charge: +2
electronic energy: -72656.3667 eV
HOMO-LUMO gap (alpha / beta): 6.32 / 6.36 eV

Positions of all 62 atoms, in Å:
I 0.01 -0.84 -8.00
I 0.01 1.87 -8.06
Pr 0.00 0.36 -1.21
P -2.57 0.55 -1.54
C -3.38 0.46 -3.13
C -3.09 -0.87 -0.52
H -4.18 -0.80 -0.38
H -4.15 1.95 -0.49
H -2.58 -0.86 0.47
H -2.55 2.11 0.36
H -3.05 -0.47 -3.65
H -2.82 -1.82 -1.01
C -3.06 2.03 -0.62
H -4.46 0.47 -2.92
H -2.79 2.93 -1.21
H -3.05 1.33 -3.74
P 2.58 0.54 -1.53
C 3.39 0.44 -3.12
C 3.08 2.01 -0.61
H 2.58 -0.88 0.47
H 4.17 -0.82 -0.37
H 2.81 -1.84 -1.01
C 3.09 -0.89 -0.51
H 2.56 2.09 0.37
H 4.17 1.93 -0.47
H 4.48 0.45 -2.90
H 3.07 1.32 -3.73
H 2.82 2.91 -1.20
H 3.06 -0.48 -3.64
C 0.01 0.41 -3.78
O 0.01 0.38 -4.95
C -0.01 0.10 5.45
C -0.01 0.52 4.01
C 0.00 1.86 3.69
C 0.00 2.31 2.40
C 0.00 3.78 2.05
C 0.00 1.36 1.36
C 0.00 -0.06 1.64
C -0.01 -0.46 2.99
N 0.00 -0.99 0.58
C -0.01 -2.47 0.57
C 1.22 -3.05 1.27
C -1.24 -3.05 1.27
C -0.01 -2.94 -0.90
H 0.88 0.51 5.96
H -0.89 0.51 5.96
H -0.01 -0.98 5.53
H 0.00 2.63 4.50
H -0.88 4.29 2.48
H 0.88 4.29 2.48
H 0.00 3.98 0.97
H 0.00 1.93 0.37
H -0.01 -1.52 3.24
H 1.32 -2.63 2.27
H 1.07 -4.14 1.33
H 2.14 -2.85 0.71
H -2.15 -2.84 0.70
H -1.10 -4.14 1.33
H -1.34 -2.63 2.27
H -0.90 -2.61 -1.45
H 0.89 -2.61 -1.45
H -0.01 -4.04 -0.91


Here is 5 unconnected molecules or ions with the total composition C19H36IN5P from the Open Molecules 2025 dataset. Energies are from ωB97M-V/def2-TZVPD.

## Properties
charge: +1
electronic energy: -45119.6325 eV
HOMO-LUMO gap: 8.65 eV

Positions of all 62 atoms, in Å:
C 0.26 2.49 0.36
C 0.99 3.01 -0.83
C 0.80 2.31 -2.12
N 1.79 4.03 -0.80
P 2.30 4.87 0.48
I 4.12 3.84 1.54
H 0.02 3.27 1.09
H 0.88 1.74 0.86
H -0.66 2.00 0.06
H -0.18 1.85 -2.17
H 1.54 1.50 -2.18
H 0.96 2.99 -2.96
H 2.74 6.10 0.02
H 1.37 5.15 1.50
C -4.05 0.10 1.09
C -3.67 -1.34 0.77
C -2.17 -1.52 0.51
C -1.73 -0.71 -0.63
N -1.43 -0.08 -1.54
H -3.82 0.76 0.25
H -5.12 0.18 1.27
H -3.52 0.46 1.98
H -4.23 -1.67 -0.11
H -3.95 -2.00 1.59
H -1.94 -2.56 0.30
H -1.60 -1.22 1.39
C -4.31 -2.30 -3.93
C -5.34 -1.40 -4.60
C -5.35 0.01 -4.01
C -5.68 0.01 -2.58
N -5.94 -0.03 -1.47
H -4.53 -2.43 -2.87
H -4.30 -3.29 -4.39
H -3.30 -1.88 -4.02
H -6.34 -1.84 -4.50
H -5.13 -1.32 -5.67
H -6.09 0.64 -4.52
H -4.38 0.48 -4.13
C 9.54 4.71 1.94
C 8.10 4.35 2.27
C 7.69 4.80 3.67
C 8.49 4.14 4.71
N 9.13 3.61 5.50
H 10.23 4.20 2.62
H 9.79 4.40 0.92
H 9.71 5.78 2.02
H 7.95 3.27 2.17
H 7.43 4.83 1.55
H 6.64 4.56 3.88
H 7.80 5.88 3.78
C -2.65 -7.39 0.32
C -1.45 -6.48 0.09
C -0.91 -5.88 1.40
C -1.90 -5.06 2.09
N -2.71 -4.43 2.62
H -3.49 -6.84 0.76
H -2.99 -7.82 -0.62
H -2.40 -8.21 1.00
H -1.72 -5.67 -0.59
H -0.64 -7.03 -0.38
H -0.03 -5.26 1.20
H -0.60 -6.68 2.08


Here is a gas-phase ion, C19H36N4O4PS4 (charge +1) at a distorted geometry from the Open Molecules 2025 dataset. Energies are from ωB97M-V/def2-TZVPD.

## Properties
structure (SMILES): CC(=O)OCCCCCC[C@]1(S)[NH+]=C(N[PH2]=S)N[C@H](CCCSC(=S)N2CCOCC2)O1
charge: +1
electronic energy: -87059.9412 eV
HOMO-LUMO gap: 6.76 eV

Positions of all 68 atoms, in Å:
C -0.84 4.30 -2.22
C -1.44 3.19 -3.03
O -1.33 3.13 -4.26
O -2.08 2.25 -2.30
C -2.39 1.04 -3.00
C -2.80 -0.03 -1.99
C -1.71 -1.07 -1.83
C -2.12 -2.26 -0.94
C -1.20 -2.47 0.28
C -0.32 -3.71 0.21
C 0.90 -3.60 -0.75
S 0.59 -4.57 -2.30
N 2.12 -4.22 -0.10
C 3.33 -3.70 -0.35
N 4.43 -4.43 -0.23
P 6.03 -3.80 -0.56
S 6.50 -3.96 -2.42
N 3.46 -2.39 -0.74
C 2.21 -1.66 -0.52
C 1.96 -1.39 0.96
C 1.71 0.11 1.20
C 0.98 0.28 2.52
S 0.74 1.99 3.05
C -0.41 2.57 1.77
S 0.14 2.85 0.27
N -1.70 2.70 2.22
C -1.87 3.40 3.50
C -1.35 4.82 3.39
O -1.47 5.36 2.09
C -2.54 4.87 1.33
C -2.63 3.33 1.29
O 1.16 -2.33 -1.21
H 0.22 4.10 -2.09
H -1.34 4.45 -1.28
H -0.93 5.19 -2.83
H -1.49 0.72 -3.52
H -3.14 1.20 -3.76
H -3.03 0.46 -1.05
H -3.70 -0.49 -2.38
H -0.84 -0.57 -1.41
H -1.40 -1.44 -2.80
H -3.15 -2.18 -0.62
H -2.02 -3.15 -1.55
H -1.84 -2.62 1.14
H -0.64 -1.56 0.49
H -0.93 -4.54 -0.10
H 0.06 -3.95 1.21
H -0.08 -5.61 -1.79
H 2.13 -5.20 -0.37
H 4.35 -5.41 0.00
H 6.03 -2.48 -0.12
H 6.83 -4.50 0.35
H 3.74 -2.35 -1.72
H 2.32 -0.70 -1.02
H 2.84 -1.69 1.50
H 1.14 -1.97 1.35
H 2.67 0.61 1.22
H 1.11 0.48 0.39
H 1.54 -0.23 3.30
H 0.02 -0.23 2.44
H -2.93 3.41 3.71
H -1.41 2.88 4.33
H -1.82 5.47 4.13
H -0.29 4.83 3.62
H -2.40 5.24 0.32
H -3.50 5.27 1.67
H -3.63 3.04 1.62
H -2.53 2.94 0.29


Copy entry 2 word for word.
Here is a molecular structure, C19H36I2NOP2Pr at a distorted geometry from the Open Molecules 2025 dataset. Energies are from ωB97M-V/def2-TZVPD.

## Properties
multiplicity: 3
expectation value of S²: 2.01
charge: +2
electronic energy: -72656.3667 eV
HOMO-LUMO gap (alpha / beta): 6.32 / 6.36 eV

Positions of all 62 atoms, in Å:
I 0.01 -0.84 -8.00
I 0.01 1.87 -8.06
Pr 0.00 0.36 -1.21
P -2.57 0.55 -1.54
C -3.38 0.46 -3.13
C -3.09 -0.87 -0.52
H -4.18 -0.80 -0.38
H -4.15 1.95 -0.49
H -2.58 -0.86 0.47
H -2.55 2.11 0.36
H -3.05 -0.47 -3.65
H -2.82 -1.82 -1.01
C -3.06 2.03 -0.62
H -4.46 0.47 -2.92
H -2.79 2.93 -1.21
H -3.05 1.33 -3.74
P 2.58 0.54 -1.53
C 3.39 0.44 -3.12
C 3.08 2.01 -0.61
H 2.58 -0.88 0.47
H 4.17 -0.82 -0.37
H 2.81 -1.84 -1.01
C 3.09 -0.89 -0.51
H 2.56 2.09 0.37
H 4.17 1.93 -0.47
H 4.48 0.45 -2.90
H 3.07 1.32 -3.73
H 2.82 2.91 -1.20
H 3.06 -0.48 -3.64
C 0.01 0.41 -3.78
O 0.01 0.38 -4.95
C -0.01 0.10 5.45
C -0.01 0.52 4.01
C 0.00 1.86 3.69
C 0.00 2.31 2.40
C 0.00 3.78 2.05
C 0.00 1.36 1.36
C 0.00 -0.06 1.64
C -0.01 -0.46 2.99
N 0.00 -0.99 0.58
C -0.01 -2.47 0.57
C 1.22 -3.05 1.27
C -1.24 -3.05 1.27
C -0.01 -2.94 -0.90
H 0.88 0.51 5.96
H -0.89 0.51 5.96
H -0.01 -0.98 5.53
H 0.00 2.63 4.50
H -0.88 4.29 2.48
H 0.88 4.29 2.48
H 0.00 3.98 0.97
H 0.00 1.93 0.37
H -0.01 -1.52 3.24
H 1.32 -2.63 2.27
H 1.07 -4.14 1.33
H 2.14 -2.85 0.71
H -2.15 -2.84 0.70
H -1.10 -4.14 1.33
H -1.34 -2.63 2.27
H -0.90 -2.61 -1.45
H 0.89 -2.61 -1.45
H -0.01 -4.04 -0.91